[1]
{"formula": "C42H29B2N2O13S2", "method": "ωB97M-V/def2-TZVPD", "total_charge": -1, "homo_lumo_gap_ev": 6.3, "total_energy_ev": -96654.1865, "fmax_ev_per_a": 0.7, "lumo_energy_ev": 0.3, "spin_multiplicity": 1, "species": ["N", "B", "O", "S", "O", "O", "N", "S", "O", "O", "B", "O", "O", "H", "H", "H", "H", "H", "C", "C", "C", "C", "C", "C", "C", "O", "C", "C", "C", "C", "C", "C", "C", "O", "H", "H", "H", "H", "H", "H", "H", "H", "C", "C", "C", "C", "C", "C", "C", "O", "C", "C", "C", "C", "C", "C", "C", "O", "H", "H", "H", "H", "H", "H", "H", "H", "C", "C", "C", "C", "C", "C", "C", "O", "C", "C", "C", "C", "C", "C", "C", "O", "H", "H", "H", "H", "H", "H", "H", "H"], "positions_angstrom": [[-4.2715, 2.5078, 4.6673], [-4.5851, 2.4636, 3.2908], [-5.8229, 2.7510, 2.8032], [-3.2925, 2.0482, 1.9861], [-3.8665, 0.9754, 1.1811], [-3.0584, 3.2774, 1.2254], [-1.9883, 1.6698, 2.8070], [-0.8907, 0.7514, 2.0986], [-1.3535, -0.5748, 1.7383], [0.2978, 0.7927, 2.9279], [-0.5017, 1.6771, 0.4967], [0.0361, 2.9284, 0.5294], [-0.7197, 1.0286, -0.6735], [-5.0242, 2.8464, 5.2515], [-3.8191, 1.7033, 5.0739], [-5.8659, 2.5683, 1.8550], [-0.6096, 3.5802, 0.8341], [-1.4221, 0.3696, -0.5688], [-1.1781, 6.4492, -7.5107], [-0.0472, 6.3543, -8.3154], [1.0023, 5.5333, -7.9426], [0.9298, 4.8079, -6.7586], [-0.1976, 4.9136, -5.9458], [-1.2534, 5.7316, -6.3296], [-0.2960, 4.1699, -4.6490], [-1.2873, 4.2648, -3.9615], [0.8644, 3.3266, -4.2489], [0.8269, 2.6549, -3.0317], [1.8943, 1.8582, -2.6508], [2.9967, 1.7237, -3.4856], [3.0410, 2.3905, -4.6977], [1.9799, 3.1987, -5.0847], [2.0676, 3.9165, -6.3834], [3.0261, 3.7905, -7.1197], [-2.0010, 7.0873, -7.8064], [0.0124, 6.9222, -9.2350], [1.8880, 5.4414, -8.5564], [-2.1219, 5.7935, -5.6882], [-0.0306, 2.7563, -2.3814], [1.8581, 1.3387, -1.7032], [3.8237, 1.0948, -3.1811], [3.8935, 2.2999, -5.3580], [6.1889, -1.4115, -7.3934], [5.4584, -0.5052, -6.6310], [4.7695, -0.9412, -5.5124], [4.8022, -2.2825, -5.1557], [5.5204, -3.1947, -5.9284], [6.2194, -2.7514, -7.0453], [5.5411, -4.6458, -5.5840], [6.1719, -5.4408, -6.2485], [4.7527, -5.0852, -4.3950], [4.7148, -6.4371, -4.0753], [3.9992, -6.8658, -2.9705], [3.3226, -5.9473, -2.1749], [3.3544, -4.5994, -2.4886], [4.0641, -4.1656, -3.6017], [4.0652, -2.7110, -3.9313], [3.4921, -1.9057, -3.2318], [6.7310, -1.0697, -8.2655], [5.4244, 0.5393, -6.9136], [4.1928, -0.2558, -4.9087], [6.7778, -3.4693, -7.6303], [5.2497, -7.1372, -4.7023], [3.9675, -7.9195, -2.7255], [2.7674, -6.2845, -1.3096], [2.8320, -3.8704, -1.8840], [-1.5173, -1.7907, 5.6900], [-0.6821, -2.3940, 6.6224], [-1.1276, -2.6248, 7.9135], [-2.4091, -2.2376, 8.2861], [-3.2430, -1.6107, 7.3537], [-2.7954, -1.4012, 6.0555], [-4.6041, -1.1427, 7.7309], [-5.3367, -0.5965, 6.9345], [-5.0441, -1.3598, 9.1442], [-6.2933, -0.8952, 9.5377], [-6.7266, -1.0928, 10.8371], [-5.9160, -1.7607, 11.7493], [-4.6699, -2.2223, 11.3630], [-4.2268, -2.0190, 10.0613], [-2.8663, -2.5045, 9.6749], [-2.1694, -3.0914, 10.4773], [-1.1757, -1.6071, 4.6781], [0.3208, -2.6826, 6.3365], [-0.4917, -3.0989, 8.6486], [-3.4498, -0.9259, 5.3372], [-6.9093, -0.3815, 8.8122], [-7.6984, -0.7270, 11.1426], [-6.2584, -1.9180, 12.7641], [-4.0231, -2.7405, 12.0577]]}


[2]
{"formula": "C57H87GeNO6PSSi3Ti", "method": "ωB97M-V/def2-TZVPD", "homo_lumo_gap_ev": [7.0, 5.6], "total_energy_ev": -197692.2803, "relative_energy_ev": 0.0000, "fmax_ev_per_a": 1.2, "lumo_energy_ev": [-0.2, -1.5], "spin_multiplicity": 2, "s_squared": 0.7620, "species": ["Ti", "C", "C", "C", "C", "C", "C", "C", "N", "C", "C", "C", "C", "C", "C", "O", "C", "C", "C", "C", "C", "C", "C", "C", "C", "O", "C", "C", "C", "C", "C", "C", "H", "H", "H", "H", "H", "H", "H", "H", "H", "H", "H", "H", "H", "H", "H", "H", "H", "H", "H", "H", "H", "H", "H", "H", "H", "H", "H", "H", "H", "H", "H", "H", "H", "H", "H", "H", "H", "H", "H", "H", "O", "S", "O", "O", "C", "C", "C", "C", "C", "C", "P", "C", "C", "C", "C", "C", "C", "C", "C", "C", "C", "C", "C", "H", "H", "H", "H", "H", "H", "H", "H", "H", "H", "H", "H", "H", "H", "C", "Si", "C", "C", "Ge", "Si", "C", "C", "C", "Si", "C", "C", "C", "H", "H", "H", "H", "H", "H", "H", "H", "H", "H", "H", "H", "H", "H", "H", "H", "H", "H", "H", "H", "H", "H", "H", "H", "H", "H", "H", "C", "C", "O", "H", "H", "H", "H", "H", "H"], "positions_angstrom": [[-0.4367, 0.0938, 0.0479], [1.5550, 2.7727, 7.0312], [2.1300, 2.7114, 5.6166], [3.4081, 1.8603, 5.6518], [2.4815, 4.1405, 5.1795], [1.1488, 2.0977, 4.6193], [1.5323, 1.9902, 3.2837], [0.6770, 1.4179, 2.3603], [0.9194, 1.1254, 1.0224], [2.1008, 1.3504, 0.3158], [3.1341, 2.2451, 0.5411], [4.2300, 2.2804, -0.3217], [4.1924, 1.4937, -1.4620], [3.1468, 0.6125, -1.7706], [2.1465, 0.4996, -0.8139], [1.1089, -0.3720, -0.8454], [3.1961, -0.1147, -3.1193], [3.1661, 0.9505, -4.2287], [2.0219, -1.0617, -3.3682], [4.4925, -0.9338, -3.2233], [5.4481, 3.1293, 0.0545], [5.0669, 4.6019, 0.2479], [6.5498, 3.0652, -1.0036], [6.0174, 2.5828, 1.3737], [-0.5743, 0.8926, 2.7690], [-1.2079, 0.2568, 1.7522], [-0.9866, 0.9933, 4.0970], [-0.0975, 1.6206, 4.9824], [-2.2882, 0.4564, 4.7096], [-3.0518, 1.6161, 5.3699], [-3.2066, -0.2163, 3.6950], [-1.9704, -0.5829, 5.7958], [2.2910, 3.2159, 7.7042], [1.3152, 1.7775, 7.4105], [0.6522, 3.3856, 7.0710], [4.1246, 2.2801, 6.3619], [3.8905, 1.8154, 4.6741], [3.1774, 0.8374, 5.9562], [3.1785, 4.5933, 5.8886], [1.5836, 4.7601, 5.1342], [2.9508, 4.1568, 4.1946], [2.5178, 2.3116, 2.9943], [3.1018, 2.9268, 1.3762], [5.0094, 1.5633, -2.1650], [2.2401, 1.5268, -4.1708], [3.2128, 0.4689, -5.2083], [4.0042, 1.6441, -4.1488], [1.0682, -0.5385, -3.3434], [1.9905, -1.8644, -2.6342], [2.1449, -1.5147, -4.3550], [5.3845, -0.3105, -3.1627], [4.5189, -1.4621, -4.1789], [4.5436, -1.6766, -2.4234], [4.7943, 5.0541, -0.7074], [5.9147, 5.1574, 0.6551], [4.2295, 4.7222, 0.9371], [6.1968, 3.4277, -1.9711], [6.9267, 2.0487, -1.1305], [7.3863, 3.6952, -0.6956], [5.3003, 2.6870, 2.1906], [6.9259, 3.1232, 1.6505], [6.2596, 1.5230, 1.2759], [-0.4015, 1.7019, 6.0155], [-3.2058, 2.4319, 4.6655], [-2.5142, 2.0154, 6.2302], [-4.0259, 1.2652, 5.7200], [-3.5317, 0.4717, 2.9170], [-4.0952, -0.5906, 4.2107], [-2.7128, -1.0565, 3.2056], [-1.3005, -0.1855, 6.5584], [-1.5069, -1.4671, 5.3638], [-2.8970, -0.8918, 6.2866], [-0.8269, 0.5776, -2.5446], [-2.1885, 0.0742, -2.3842], [-2.6617, -0.8804, -3.3407], [-2.2995, -0.3973, -0.9596], [-3.2300, 1.4944, -2.4639], [-4.3265, 1.4994, -3.3091], [-5.1248, 2.6306, -3.3774], [-4.8199, 3.7376, -2.5971], [-3.7238, 3.7167, -1.7473], [-2.9025, 2.5959, -1.6740], [-1.4436, 2.5690, -0.5596], [-0.2226, 3.5910, -1.4240], [0.8161, 4.1740, -0.7031], [1.7923, 4.9072, -1.3577], [1.7603, 5.0346, -2.7381], [0.7439, 4.4299, -3.4650], [-0.2481, 3.7159, -2.8122], [-2.1064, 3.5773, 0.8002], [-1.7813, 4.9037, 1.0627], [-2.4747, 5.6079, 2.0386], [-3.5147, 5.0059, 2.7303], [-3.8489, 3.6842, 2.4633], [-3.1330, 2.9681, 1.5209], [-4.5343, 0.6200, -3.9030], [-5.9820, 2.6473, -4.0371], [-5.4400, 4.6232, -2.6450], [-3.5064, 4.5835, -1.1360], [0.8647, 4.0529, 0.3731], [2.5842, 5.3698, -0.7865], [2.5303, 5.5995, -3.2480], [0.7224, 4.5140, -4.5438], [-1.0334, 3.2409, -3.3849], [-1.0017, 5.3982, 0.4984], [-2.2111, 6.6376, 2.2432], [-4.0651, 5.5646, 3.4761], [-4.6664, 3.2106, 2.9912], [-3.3822, 1.9333, 1.3143], [1.8548, -4.2580, -0.8426], [-0.0125, -4.0525, -0.9292], [-0.7692, -5.7661, -0.6827], [-0.4195, -3.4126, -2.6428], [-1.0345, -2.7886, 0.8655], [-3.4222, -3.0018, 0.5195], [-4.0012, -4.4772, 1.5366], [-4.5015, -1.5443, 1.0004], [-3.7382, -3.4170, -1.2804], [-0.0464, -3.4257, 2.9861], [-1.4530, -4.1262, 4.0250], [0.8551, -2.0857, 3.9473], [1.1923, -4.8152, 2.7304], [2.1431, -4.9696, -1.6222], [2.2097, -4.6362, 0.1153], [2.3771, -3.3257, -1.0692], [-0.2375, -6.5035, -1.2909], [-1.8171, -5.7786, -0.9894], [-0.7179, -6.0950, 0.3557], [0.3305, -3.7846, -3.3468], [-0.4115, -2.3247, -2.7037], [-1.3982, -3.7516, -2.9836], [-3.9750, -4.2716, 2.6070], [-3.4099, -5.3750, 1.3424], [-5.0376, -4.6967, 1.2615], [-4.7632, -1.5729, 2.0577], [-5.4290, -1.6206, 0.4249], [-4.0394, -0.5874, 0.7695], [-3.3947, -4.4229, -1.5297], [-3.2888, -2.7055, -1.9708], [-4.8211, -3.3954, -1.4402], [-2.2431, -3.3915, 4.1920], [-1.0694, -4.4335, 5.0026], [-1.9023, -5.0012, 3.5516], [0.8315, -1.1074, 3.4752], [1.9022, -2.3836, 4.0124], [0.4646, -1.9947, 4.9612], [0.8373, -5.6421, 2.1159], [1.4306, -5.2145, 3.7216], [2.1103, -4.4144, 2.3007], [4.1942, -0.8431, 2.5461], [3.8062, -1.5809, 1.2830], [2.4281, -1.9397, 1.3758], [5.2519, -0.5753, 2.5211], [4.0172, -1.4682, 3.4228], [3.6017, 0.0664, 2.6483], [4.4221, -2.4829, 1.1714], [3.9765, -0.9464, 0.4081], [2.0870, -2.0830, 0.4880]]}